{
  "formula": "C4H5NO2",
  "method": "ωB97M-V with the def2-TZVPD basis set",
  "species": ["O", "C", "N", "C", "C", "O", "C", "H", "H", "H", "H", "H"],
  "coordinates": [[1.17751, -1.69548, 2.01424], [0.40897, -0.91796, 1.58475], [-0.48177, -0.17424, 1.25141], [-0.66976, 0.86453, 0.27292], [0.31349, 0.77235, -0.86949], [1.71902, 0.78566, -0.49428], [1.29954, -0.35456, -0.93095], [-1.10388, -1.66288, -0.60773], [-0.61371, 1.83855, 0.77621], [-1.68108, 0.77862, -0.14050], [0.10371, 1.32746, -1.78008], [-0.65653, -1.74090, -1.19887]],
  "homo_ev": -10.0,
  "total_charge": 0,
  "energy_ha": -360.49208,
  "e_above_lowest_kcal_mol": 111.3,
  "largest_force_ev_per_a": 0.94
}

---

{
  "formula": "C24H34N3O",
  "method": "ωB97M-V with the def2-TZVPD basis set",
  "species": ["C", "N", "C", "C", "C", "C", "C", "C", "C", "C", "C", "C", "C", "C", "C", "N", "C", "C", "C", "C", "C", "C", "C", "H", "H", "H", "H", "H", "H", "H", "H", "H", "H", "H", "H", "H", "H", "H", "H", "H", "H", "H", "H", "H", "H", "H", "H", "H", "C", "C", "O", "C", "N", "H", "H", "H", "H", "H", "H", "H", "H", "H"],
  "coordinates": [[5.38230, -3.79535, -0.67747], [5.29547, -2.35930, -0.46623], [6.55076, -1.66078, -0.63344], [6.46500, -0.19421, -0.23692], [5.24555, 0.47013, -0.86602], [4.00164, -0.30884, -0.60991], [4.09349, -1.71736, -0.37192], [2.90481, -2.39031, 0.01816], [1.69621, -1.72865, 0.05342], [1.56005, -0.35813, -0.36285], [0.30322, 0.29991, -0.45504], [-0.93642, -0.35628, -0.68564], [-2.17469, 0.35240, -0.61277], [-3.39446, -0.29202, -0.62228], [-3.48766, -1.71308, -0.77065], [-4.68917, -2.34994, -0.65930], [-4.78551, -3.78922, -0.84495], [-5.94158, -1.63888, -0.56862], [-5.79117, -0.26662, 0.07880], [-4.64509, 0.51680, -0.53809], [-2.27793, -2.41024, -1.02593], [-1.06438, -1.75541, -1.00863], [2.78209, 0.33219, -0.61654], [4.39441, -4.25246, -0.71130], [5.89117, -4.01965, -1.62592], [5.96078, -4.27182, 0.12418], [7.32349, -2.17228, -0.03741], [6.87453, -1.74165, -1.68454], [6.39145, -0.11754, 0.85600], [7.37701, 0.32791, -0.53812], [5.11946, 1.47718, -0.45738], [5.39861, 0.58670, -1.95058], [2.95029, -3.43998, 0.31011], [0.81761, -2.26967, 0.39015], [0.28878, 1.39155, -0.46114], [-2.16312, 1.44752, -0.54485], [-3.93459, -4.29938, -0.38310], [-5.70031, -4.15542, -0.36874], [-4.82426, -4.09055, -1.90380], [-6.39305, -1.51933, -1.56827], [-6.64394, -2.26078, 0.00501], [-6.72329, 0.29265, -0.02221], [-5.60796, -0.39072, 1.15387], [-4.44973, 1.40893, 0.06238], [-4.92678, 0.85835, -1.54854], [-2.31130, -3.47558, -1.26170], [-0.17551, -2.31737, -1.27747], [2.74498, 1.39947, -0.87051], [-2.61234, 5.41357, 2.21166], [-1.31507, 4.91562, 1.59495], [-0.41885, 6.02001, 1.53923], [-0.64828, 3.73676, 2.30331], [0.54455, 3.28947, 1.53463], [-3.35873, 4.61461, 2.30748], [-2.46354, 5.85165, 3.20858], [-3.06155, 6.18438, 1.57420], [-1.55231, 4.59446, 0.56393], [0.45144, 5.65051, 1.29586], [-0.29063, 4.11001, 3.27307], [-1.39518, 2.93879, 2.48233], [1.11371, 2.70239, 2.14517], [0.23550, 2.69486, 0.76225]],
  "homo_ev": -10.3,
  "total_charge": 1,
  "energy_ha": -1174.20161,
  "e_above_lowest_kcal_mol": 0.0,
  "largest_force_ev_per_a": 1.48
}

---

{
  "formula": "C34H32BrN5O4Ta",
  "method": "ωB97M-V with the def2-TZVPD basis set",
  "species": ["Ta", "O", "C", "C", "C", "C", "C", "C", "C", "O", "N", "N", "C", "C", "Br", "C", "C", "C", "C", "C", "C", "C", "H", "H", "H", "H", "H", "H", "H", "H", "H", "H", "H", "H", "H", "H", "N", "C", "C", "N", "C", "H", "H", "H", "H", "C", "C", "C", "C", "C", "C", "N", "C", "C", "C", "C", "C", "C", "C", "O", "O", "C", "C", "H", "H", "H", "H", "H", "H", "H", "H", "H", "H", "H", "H", "H", "H"],
  "coordinates": [[-1.92952, -0.91117, -1.07621], [1.45153, -2.69980, -0.71335], [1.24023, -4.05829, -0.64575], [2.34619, -4.88528, -0.55142], [2.17277, -6.25509, -0.43465], [0.90130, -6.81569, -0.42428], [-0.20296, -5.99139, -0.51951], [-0.04692, -4.60703, -0.61696], [-1.26703, -3.76338, -0.50623], [-1.32712, -2.60602, -1.44316], [-1.36971, -3.16953, 0.81502], [-1.72887, -1.82717, 0.86320], [-1.84720, -1.28721, 2.05332], [-2.26860, 0.02986, 2.28133], [-2.77307, 0.96196, 0.68294], [-2.39811, 0.55035, 3.54784], [-2.82101, 1.79131, 4.08338], [-3.07385, 1.80407, 5.47578], [-3.53716, 2.94304, 6.09701], [-3.72146, 4.09959, 5.34830], [-3.43926, 4.12315, 3.97965], [-2.99841, 2.98623, 3.34695], [0.84609, -2.31689, -1.35024], [3.33228, -4.44294, -0.58355], [3.04317, -6.89314, -0.36458], [0.77733, -7.88598, -0.34571], [-1.20034, -6.41456, -0.51152], [-2.16858, -4.32042, -0.76577], [-0.64854, -3.43719, 1.47370], [-1.63022, -1.89743, 2.92662], [-2.13137, -0.18905, 4.30102], [-2.91390, 0.90175, 6.05295], [-3.74287, 2.94047, 7.15797], [-4.07209, 5.00109, 5.83353], [-3.55766, 5.04375, 3.42563], [-2.74331, 3.04605, 2.29967], [-6.12765, -1.61372, -1.70333], [-5.59470, -2.40902, -2.69308], [-4.25550, -2.25655, -2.61084], [-3.96609, -1.36395, -1.57264], [-5.14777, -1.00265, -1.05505], [-7.11292, -1.50445, -1.49945], [-6.20878, -2.99798, -3.35204], [-3.48376, -2.70340, -3.21437], [-5.30458, -0.31818, -0.23913], [5.82019, 2.28978, 1.85866], [5.33602, 1.95865, 0.47637], [6.25484, 1.69716, -0.53498], [5.85254, 1.38359, -1.82566], [4.50528, 1.32701, -2.12478], [3.58735, 1.61206, -1.12046], [2.18584, 1.50952, -1.42888], [1.56595, 2.11627, -2.42913], [2.21064, 3.13627, -3.19191], [1.57342, 3.73211, -4.22896], [0.24602, 3.36880, -4.63213], [-0.42005, 2.43129, -3.93863], [0.19438, 1.77783, -2.80173], [-0.51559, 0.80868, -2.16562], [-1.73503, 0.35434, -2.55614], [-0.19188, 0.10423, -1.07541], [3.96512, 1.92538, 0.18272], [2.94366, 2.22672, 1.24328], [6.87737, 2.05645, 1.96137], [5.27904, 1.73410, 2.62496], [5.69591, 3.35386, 2.07316], [7.31142, 1.73042, -0.30261], [6.58618, 1.16952, -2.59032], [4.17031, 1.04701, -3.11518], [1.65289, 0.87852, -0.84819], [3.20746, 3.43590, -2.90602], [2.08204, 4.51943, -4.77021], [-0.20553, 3.86709, -5.47724], [-1.42915, 2.14630, -4.19898], [2.00791, 2.59131, 0.81817], [3.30649, 2.99321, 1.92525], [2.72897, 1.33907, 1.84626]],
  "homo_ev": -14.8,
  "total_charge": 3,
  "energy_ha": -4519.76487,
  "largest_force_ev_per_a": 0.91
}

---

{
  "formula": "C4H4O4",
  "method": "ωB97M-V with the def2-TZVPD basis set",
  "species": ["C", "C", "C", "C", "O", "O", "O", "O", "H", "H", "H", "H"],
  "coordinates": [[-0.59430, -1.54041, 0.23016], [-0.46256, 1.41012, 1.54668], [0.14810, 0.56597, -0.99828], [0.51130, -0.55838, 0.00203], [1.02606, 1.56227, -0.97180], [0.30359, 1.81179, 2.26771], [-0.80365, 0.52794, -1.73159], [1.61579, -0.62174, 0.48133], [0.81530, 2.23092, -1.64351], [-1.55965, -1.09488, 0.01740], [-0.54362, -1.91067, 1.24035], [-0.45637, -2.38291, -0.44049]],
  "homo_ev": -10.1,
  "total_charge": 0,
  "energy_ha": -455.77704,
  "e_above_lowest_kcal_mol": 22.6,
  "largest_force_ev_per_a": 0.82
}

---

| no. | HOMO-LUMO gap (eV) |
| --- | --- |
| 1 | 10.14 |
| 2 | 5.80 |
| 3 | 4.44 |
| 4 | 9.80 |